The following is a quantum chemistry calculation of a structure of composition C39H35CrFN5O2S3Te, from the Open Molecules 2025 dataset.

Output
- net charge = -1
- 2S+1 = 5
- energy relative to the best compared isomer or geometry (same formula, charge and spin) (eV) = 0.1884
- max |F| (Eh/bohr) = 0.016

Geometry as XYZ:
```
87
Properties=species:S:1:pos:R:3:forces:R:3
S 7.038438 2.023933 2.006380 0.02 0.02 -0.01
H 1.812653 -4.318507 -2.157546 0.02 0.01 -0.01
H 0.646028 -1.777306 -4.710780 -0.04 -0.02 -0.03
C -5.864492 -1.438771 3.087740 0.03 0.00 -0.02
H -1.966934 2.713803 4.347008 -0.01 -0.01 0.02
H -4.473241 -1.202241 4.706604 0.00 -0.01 0.00
C 2.615943 -1.101384 -2.820755 -0.01 0.03 0.04
H -4.418327 2.218678 0.414824 0.00 0.00 0.01
C -2.239066 -5.131938 -0.058278 0.00 0.01 0.01
C -0.949526 -0.333978 -3.477463 0.09 0.02 -0.11
H -1.205316 -3.653703 2.803453 0.00 -0.01 0.01
C -1.803752 -6.778967 1.642394 0.02 0.03 0.00
S -0.664911 0.354137 2.903391 0.11 0.09 -0.05
H 1.457769 4.530339 -0.761752 0.00 0.01 0.03
Cr 0.005603 -0.233550 0.674306 -0.29 0.06 0.39
O -0.605481 0.811211 -2.889459 -0.21 0.00 -0.04
H -0.468813 -2.207488 -6.004758 0.01 -0.02 0.02
N 1.164882 1.429537 0.461288 0.38 0.03 0.09
C 0.850157 2.583592 -0.092224 0.09 0.14 -0.04
H -4.992442 -1.971200 -0.140625 -0.02 0.01 0.00
C -2.197692 -6.460833 0.350992 -0.01 0.01 0.02
H -3.641240 2.306574 3.937806 0.00 0.00 0.01
C -2.133519 1.307557 2.737320 0.01 -0.01 0.02
H 1.580935 0.810835 -5.027378 0.03 0.03 -0.02
H -6.994187 -1.688636 1.276878 0.00 0.00 0.00
H -4.789180 1.986171 2.122615 -0.01 0.01 -0.01
C -1.893212 -4.109058 0.818394 0.32 0.01 0.09
H -2.480570 -1.499397 3.290026 -0.01 0.04 -0.01
H -6.739819 -1.308871 3.712745 0.00 0.02 0.00
H -2.475564 -7.248567 -0.339191 0.00 0.01 -0.01
C 1.097458 -2.590268 -1.065243 0.08 -0.01 -0.03
H 3.835629 4.196902 0.022318 -0.03 0.01 0.01
H 0.498391 -0.585166 -7.511560 0.04 0.00 -0.02
H -3.833813 3.382840 1.604552 -0.01 0.00 0.00
C 5.041684 0.731320 1.983428 -0.19 -0.01 -0.04
H 5.129227 -1.674265 3.273847 -0.01 0.00 0.00
H -1.774645 -7.813184 1.962791 0.01 0.00 0.00
C -2.751052 1.501634 1.565127 0.00 0.07 -0.03
C 2.565591 -2.473754 -2.933800 -0.02 0.00 0.05
C 2.454079 1.231819 0.930253 -0.18 -0.02 0.01
C -3.609024 -1.781735 1.487125 -0.09 0.15 -0.06
H -1.008954 1.327147 -6.264549 0.01 -0.01 -0.01
C 0.951226 -0.610829 -6.515986 -0.01 0.00 0.03
H -0.478553 1.448714 -3.623967 0.00 0.01 0.00
H 3.189787 -3.271017 3.493958 0.01 0.00 -0.02
C -0.927446 -0.299858 -5.004117 0.20 0.02 0.00
C 0.058497 -1.378390 -5.537631 -0.07 0.03 -0.05
C -4.594750 -1.388609 3.645920 0.01 -0.03 -0.02
C 3.083708 3.427274 0.152414 0.07 0.04 -0.01
C -4.882197 -1.818406 0.926281 -0.01 0.01 0.05
H 1.951866 -1.035681 -6.599413 -0.02 -0.02 0.01
H -2.548002 -4.887474 -1.068690 0.01 -0.01 0.00
H -1.125269 -6.009325 3.529628 0.00 0.01 0.00
C 3.098512 -2.341217 2.952044 -0.07 -0.07 -0.02
C -1.441410 -5.765762 2.522315 -0.02 0.01 -0.03
N 1.696941 -0.889228 1.677325 0.06 0.09 0.13
C -1.482474 -4.440621 2.110187 -0.04 -0.02 -0.06
H 3.235196 -0.525685 -3.499887 0.01 -0.01 0.01
C -2.631522 1.905985 4.026752 0.02 -0.05 -0.03
H -0.186379 2.689587 -0.391090 0.01 -0.05 -0.07
N -0.448085 1.010741 -5.485300 0.05 -0.03 0.01
N 6.279603 0.637911 2.418263 0.04 0.03 0.00
H -1.947773 -0.486368 -5.337625 -0.02 0.05 -0.01
C -3.468037 -1.561714 2.850389 -0.02 -0.11 0.04
O -1.225506 -1.335427 -2.879087 -0.16 0.02 -0.01
C 1.825748 -3.239787 -2.061070 -0.03 0.02 0.04
C 1.056000 -1.197487 -0.919236 -0.08 0.19 -0.19
C 1.867205 -0.489596 -1.816418 0.00 0.04 -0.03
C -6.007599 -1.653842 1.723477 0.02 0.00 0.00
C 3.440120 2.250335 0.773301 0.09 0.01 0.05
S -2.131930 0.865429 0.036317 0.50 0.07 -0.22
C -4.018581 2.319793 1.423022 0.05 -0.09 0.01
C 4.764618 1.976828 1.308601 -0.22 -0.12 -0.04
C 1.889115 -2.009118 2.342139 0.09 -0.06 0.01
Te -1.979952 -2.049828 0.157892 -0.50 -0.62 0.17
F 3.266761 -3.083690 -3.933948 0.01 -0.01 0.00
C 4.001468 -0.269731 2.144222 0.07 0.01 0.04
H 1.922333 0.592414 -1.754572 -0.03 -0.03 -0.02
H -2.622351 1.154307 4.820336 -0.01 0.01 0.00
H 1.043596 -2.687693 2.385244 -0.02 0.02 0.01
C 4.165071 -1.453998 2.831605 0.08 0.03 -0.01
C 1.772952 3.614808 -0.283061 -0.10 -0.05 -0.04
N 5.800639 2.784264 1.258015 0.09 0.02 0.00
H 1.269656 1.579909 -6.592049 -0.02 0.02 0.00
H 0.553862 -3.234917 -0.377947 -0.04 0.01 0.00
C 2.725801 0.025462 1.579136 -0.11 -0.04 -0.03
C 0.943839 0.790537 -5.916233 -0.05 0.00 0.01
```
Positions in Å, forces in eV/Å.

=====

The following is a quantum chemistry calculation of a structure of composition C39H35INO4PPr at a distorted geometry, from the Open Molecules 2025 dataset.

Output
- net charge = +1
- 2S+1 = 3
- max |F| (Eh/bohr) = 0.069

Geometry as XYZ:
```
82
Properties=species:S:1:pos:R:3:forces:R:3
C -1.170531 -2.215875 -3.834713 -0.20 -0.04 -0.07
H 1.173347 -4.813047 0.882537 0.03 0.00 0.03
C -4.166996 1.438269 1.398885 -0.04 0.03 -0.03
C 4.455593 -0.104332 -2.814980 -0.01 -0.13 -0.05
C 0.785239 -3.992157 1.487385 -0.02 0.08 -0.05
O 1.903914 -2.306165 -2.542532 0.80 -0.40 -0.32
H 5.359201 2.344458 -0.665040 -0.03 0.00 0.04
H -2.369348 2.412508 0.762597 -0.06 0.00 0.07
C -0.213863 2.520028 2.916179 0.21 -1.36 -2.88
H -5.796248 0.233272 2.099756 0.00 -0.01 -0.01
H -1.502806 -4.965391 -0.863398 -0.02 -0.02 0.03
H -0.188669 -1.504187 -5.605869 0.00 -0.01 -0.01
H -3.276355 1.141134 -3.046288 -0.02 0.02 0.01
P -0.192892 0.506889 1.038582 -0.27 0.86 1.37
C -3.490458 0.389624 -2.287951 0.01 -0.07 -0.03
C 5.261888 0.848073 -2.208940 -0.02 0.02 0.02
C 2.214411 -1.377577 4.514501 0.01 0.02 0.01
C 3.179204 -0.274441 -2.321999 0.15 0.26 0.01
N 2.691687 0.404122 -1.270406 0.10 -0.31 -0.31
H -3.234364 -4.783453 -1.152586 0.01 -0.03 0.00
C -1.276865 -3.238515 -2.886250 -0.27 0.11 -0.02
C 1.442213 5.630734 0.627781 0.43 0.39 -1.55
H 3.896308 -0.970702 3.241114 -0.01 -0.01 0.01
H -3.403496 -1.767804 -0.695392 0.12 0.03 0.09
C 0.494323 3.354316 0.696529 -0.06 -0.13 0.57
C -2.331360 -4.258054 -0.835671 0.05 0.07 -0.01
H 4.803845 -0.689470 -3.654860 -0.01 0.01 0.00
C 0.582891 3.387034 -0.709558 0.39 0.33 -1.41
H 2.535061 0.001788 1.449187 0.04 -0.03 -0.07
C -0.411896 -2.445240 -5.107784 0.08 0.04 0.08
C 2.054649 -1.113628 -2.881829 2.06 0.22 -2.20
H -0.178481 -4.265332 1.908314 -0.01 0.00 -0.02
H -4.383194 -1.755572 2.485503 0.03 -0.01 0.00
H -1.003172 -3.066260 -5.783126 0.00 0.00 -0.01
H 6.263938 1.022903 -2.577268 0.00 0.01 0.02
C -4.735442 0.272402 1.889587 -0.03 0.00 -0.02
H -1.840011 -0.246541 -4.372440 0.14 0.05 0.04
H 0.359039 -1.618914 5.563284 0.01 -0.01 -0.01
H -1.966195 -1.665164 2.017130 -0.02 -0.02 0.02
Pr 0.334844 -1.135198 -1.308912 -3.20 1.55 -0.28
C 2.054539 -0.346002 2.352272 -0.13 -0.02 0.10
H 2.052093 6.369460 -1.318450 0.01 0.07 0.10
O -0.483968 -2.285760 0.362808 -0.64 -1.12 1.46
H -4.544671 0.117537 -2.366124 0.00 0.01 -0.02
C 0.088821 3.701906 3.514070 0.97 2.56 -0.35
C 2.822856 -0.901609 3.361972 0.05 0.01 -0.01
I -0.343796 1.952668 -1.992890 0.01 0.90 0.25
O 1.111077 -0.436551 -3.363474 0.67 0.13 -0.96
C 0.666621 -2.772077 0.623937 0.18 -0.87 1.30
H 2.809096 -1.825299 5.299868 0.00 0.01 0.00
C 0.069330 -0.704338 3.652068 -0.02 -0.02 -0.12
H -2.475860 -3.917869 0.187932 0.00 -0.02 0.01
H 3.056785 1.851549 0.143181 0.02 0.01 -0.01
H -0.645517 1.738271 3.521551 0.04 -0.16 -0.08
C 0.891150 4.572280 1.355949 -0.29 -0.43 0.63
C 0.689752 4.719423 2.753560 -0.59 -1.03 0.45
H -0.817545 -4.199274 -3.090737 0.16 0.06 0.07
H 1.728527 6.519865 1.174619 0.04 0.05 -0.10
C -1.989342 0.392429 1.400438 0.00 -0.19 -0.14
C -2.804778 1.497487 1.147905 0.05 -0.03 0.06
H -0.124946 3.841314 4.564780 0.09 0.11 0.01
H -4.785753 2.307525 1.216929 0.01 0.00 -0.02
H 1.228255 4.401675 -2.504614 -0.07 -0.08 -0.01
H -3.339732 0.826154 -1.301388 -0.03 0.03 -0.01
C 0.839518 -1.269209 4.658434 -0.03 -0.01 0.07
C -1.855240 -1.019107 -3.611818 -0.07 -0.17 0.14
C 4.763405 1.579804 -1.142044 0.04 -0.08 -0.11
C 3.478968 1.312111 -0.698479 -0.10 0.03 0.21
H 1.501660 -3.795449 2.284929 0.03 0.02 -0.03
C -2.737367 -1.880134 -1.543747 0.04 -0.07 -0.20
C 1.611449 5.555008 -0.760486 0.29 1.10 2.11
C -2.642451 -0.840096 -2.471246 -0.20 -0.05 -0.06
C -3.939038 -0.842084 2.110177 -0.04 -0.01 0.04
C -2.575391 -0.787733 1.862212 -0.06 0.04 -0.08
C -2.084134 -3.096409 -1.754000 -0.18 0.00 -0.16
H -1.000000 -0.616051 3.792717 0.01 -0.02 0.01
C 0.667871 -0.248663 2.479308 0.02 -0.11 -0.05
H 0.984352 5.654565 3.211734 0.00 -0.02 0.05
C 1.163984 4.445323 -1.426319 -1.04 -2.03 0.25
C 0.037579 2.280227 1.519934 -0.36 0.30 1.70
O 1.687359 -2.223547 0.147623 0.70 -0.40 0.45
H 0.525530 -2.963858 -4.906152 0.00 0.00 -0.02
```
Positions in Å, forces in eV/Å.

=====

The following is a quantum chemistry calculation of a structure of composition C39H35IrO3P2 at a distorted geometry, from the Open Molecules 2025 dataset.

Output
- net charge = +2
- 2S+1 = 5
- max |F| (Eh/bohr) = 0.115

Geometry as XYZ:
```
80
Properties=species:S:1:pos:R:3:forces:R:3
Ir 0.376803 -0.009369 0.227952 0.64 -0.31 0.62
C 2.340418 2.407866 -3.772274 -0.13 -0.06 0.03
C 2.547036 -5.053261 -1.681979 -0.20 0.21 0.01
H 1.324529 -1.482113 -2.595087 0.15 -0.19 0.02
H 2.766750 5.666030 -2.852269 -0.04 -0.33 0.01
C 1.583186 -4.423747 -0.889174 0.24 -0.03 0.07
C 2.182268 4.409483 3.356650 0.01 -0.03 -0.10
C -4.148555 -3.651719 -1.996827 0.23 0.03 0.04
H -0.891845 0.069925 -1.409696 -0.14 -0.02 -0.77
H 3.847497 -4.878256 -3.400374 -0.24 0.15 0.19
H 3.008472 3.062965 0.338030 -0.14 0.09 0.22
C -2.564309 2.499397 0.007310 0.08 0.36 -0.25
H -0.564302 4.855192 -1.439381 -0.32 -0.10 0.08
H 0.194035 4.421840 4.211451 0.16 -0.03 -0.23
C -2.682307 5.038087 -1.164865 0.04 -0.25 0.11
H 1.189833 0.949202 -2.670373 0.14 0.18 -0.08
C -1.460476 4.374542 -1.053798 0.03 0.02 0.00
C -3.855072 4.423567 -0.716679 0.18 -0.07 0.03
C -0.030137 -3.205290 1.376674 -0.15 0.42 -0.13
C 1.159910 -3.120270 -1.196750 0.23 0.33 -0.20
C -1.111097 -3.955808 1.862298 -0.12 0.06 0.28
C -0.505828 0.059776 1.840139 -3.10 0.22 5.01
C 1.549200 1.976183 -2.705211 0.11 0.36 0.01
H -4.704960 2.665839 0.205558 0.24 0.15 -0.08
C 1.004332 3.132733 1.163138 -0.21 -0.78 -0.18
C -3.793799 3.154451 -0.139411 0.18 -0.11 0.09
C -2.898110 -2.286009 -0.430117 0.00 -0.14 -0.33
H -5.103528 -3.998976 -2.394785 0.30 0.12 0.13
C -1.686147 -2.779571 -0.952930 -0.42 0.30 -0.14
O 2.847174 -0.107951 -0.966874 -0.52 0.05 1.64
C 1.673775 -2.480293 -2.333165 0.13 -0.20 0.02
H 3.650740 0.478271 3.169927 -0.18 -0.10 -0.27
C 1.237940 2.854102 -1.658372 0.17 -0.35 -0.25
H 2.611751 1.696419 -4.554724 -0.11 0.29 0.20
H 2.253476 -0.648416 3.029095 0.21 0.21 -0.20
H -2.038104 -4.018028 1.292331 0.26 0.01 0.20
C 2.445864 4.624342 -2.809701 -0.16 -0.25 0.14
C 0.185000 -4.559107 3.820323 0.14 0.16 -0.09
O 3.184054 -0.013496 1.234053 -0.57 0.14 0.26
H 3.383565 4.070369 -4.677463 -0.18 -0.12 0.27
C 0.809927 4.137419 3.359214 -0.30 -0.21 -0.31
C 2.386256 3.371380 1.178822 0.55 0.12 0.35
C 2.638118 -3.109262 -3.119638 -0.15 0.08 0.00
C 3.083917 -4.392449 -2.790999 -0.13 0.06 0.14
H -1.362689 0.121229 -0.814626 -0.80 0.05 -0.13
O -1.023147 0.098373 2.882166 1.17 -0.09 -2.51
C 2.737593 0.246814 2.616381 -0.35 -0.08 -0.18
H -2.886077 -1.567519 0.393189 -0.06 -0.16 -0.15
C 1.172526 -3.173953 2.096947 0.14 0.12 0.55
P -0.104320 -2.260921 -0.193161 -0.56 -3.31 -0.91
C 2.780262 3.731951 -3.833511 -0.12 -0.07 0.15
H -4.813833 4.936059 -0.819350 0.31 -0.20 0.04
P 0.232210 2.259510 -0.254648 0.07 3.41 -0.91
C 2.390988 -0.038888 0.160930 3.75 -0.01 -1.77
C -1.726165 -3.690416 -2.025704 0.03 0.09 0.16
C -0.998070 -4.631323 3.080501 -0.02 0.11 -0.31
H 2.036575 -2.638128 1.694327 -0.19 -0.17 0.12
H -2.526461 1.514936 0.476031 -0.10 0.20 -0.07
C -2.950664 -4.135006 -2.530516 0.03 0.20 0.18
H -0.851761 3.289792 2.264318 0.27 0.13 0.02
H 1.483626 4.881605 -0.903622 0.10 -0.25 -0.27
H 2.874281 -6.060965 -1.424084 -0.09 0.29 -0.11
H -2.962194 -4.860790 -3.343570 -0.01 0.22 0.21
C -1.381952 3.104323 -0.458070 -0.64 -0.38 0.12
C 0.219886 3.499431 2.264974 -0.01 0.11 0.61
H -1.843447 -5.213824 3.448442 0.27 0.14 -0.11
C -4.120146 -2.720425 -0.954972 0.25 0.08 0.13
H -0.798597 -4.063435 -2.458858 -0.26 0.06 0.12
H 0.265174 -5.073431 4.779073 -0.04 0.15 -0.29
C 1.699574 4.181073 -1.714453 0.19 0.15 -0.15
H -2.714818 6.034713 -1.607587 0.01 -0.33 0.10
H -5.050547 -2.331589 -0.541615 0.24 -0.12 -0.11
C 2.968648 4.030796 2.265406 -0.12 -0.19 -0.40
C 1.271860 -3.829676 3.327959 -0.01 0.08 -0.29
H 1.170428 -4.946846 -0.026241 0.14 0.12 -0.26
H 2.641269 4.915755 4.206808 -0.15 -0.15 -0.23
H 3.042484 -2.585286 -3.987832 -0.11 -0.23 0.26
H 2.043846 1.099356 2.652698 0.33 -0.24 -0.11
H 2.201715 -3.767776 3.893916 -0.25 -0.11 -0.15
H 4.037193 4.245292 2.247306 -0.29 -0.05 0.05
```
Positions in Å, forces in eV/Å.

=====

| no. | total energy (hartree) |
| --- | --- |
| 1 | -4538.4685 |
| 2 | -3018.8925 |
| 3 | -2519.1953 |